(1)
The following is a quantum chemistry calculation of one molecule with the formula C19H22N2O5, from the Open Molecules 2025 dataset.

Output
ΔE to the lowest compared entry with this formula, charge and spin: 48.9 kcal per mole
SMILES: CC(C)C[C@H](NC(=O)c1ccco1)C(=O)Nc1ccc2c(c1)OCCO2
Frontier orbital gap: 8.750 eV
E_tot: -33278.0242 eV
LUMO: 0.7 eV

```
! wB97M-V def2-TZVPD RIJCOSX def2/J DEFGRID3
* xyz 0 1
C -2.348 -4.547 -1.332
C -2.447 -3.367 -0.365
C -3.904 -2.960 -0.174
C -1.593 -2.209 -0.893
C -1.519 -0.993 0.053
N -2.566 -0.039 -0.207
C -3.425 0.367 0.758
O -3.528 -0.185 1.841
C -4.274 1.502 0.369
C -5.269 2.130 1.073
C -5.749 3.163 0.240
C -5.014 3.089 -0.906
O -4.123 2.093 -0.840
C -0.169 -0.289 -0.160
O -0.075 0.701 -0.851
N 0.854 -0.920 0.468
C 2.221 -0.611 0.461
C 3.075 -1.421 1.210
C 4.432 -1.178 1.220
C 4.964 -0.119 0.496
C 4.106 0.716 -0.224
C 2.741 0.460 -0.250
O 4.567 1.802 -0.919
C 5.882 2.172 -0.572
C 6.777 0.935 -0.503
O 6.325 0.066 0.511
H -1.314 -4.858 -1.462
H -2.916 -5.394 -0.956
H -2.749 -4.272 -2.306
H -2.045 -3.681 0.605
H -4.001 -2.208 0.603
H -4.498 -3.823 0.118
H -4.313 -2.560 -1.100
H -0.580 -2.578 -1.073
H -1.991 -1.870 -1.851
H -1.628 -1.310 1.097
H -2.408 0.565 -1.003
H -5.600 1.873 2.058
H -6.528 3.862 0.460
H -5.032 3.671 -1.807
H 0.614 -1.723 1.033
H 2.675 -2.247 1.778
H 5.106 -1.803 1.783
H 2.102 1.111 -0.821
H 5.885 2.674 0.406
H 6.223 2.866 -1.341
H 6.757 0.421 -1.474
H 7.804 1.200 -0.249
*
```


(2)
The following is a quantum chemistry calculation of one molecule with the formula C5H10O, from the Open Molecules 2025 dataset.

Output
ΔE to the lowest compared entry with this formula, charge and spin: 79.1 kcal per mole
SMILES: C[C@H]1C[C@]1(C)O
Frontier orbital gap: 8.326 eV
E_tot: -7391.3344 eV
LUMO: 0.8 eV

```
! wB97M-V def2-TZVPD RIJCOSX def2/J DEFGRID3
* xyz 0 1
C -1.369 1.507 0.209
C -0.906 0.360 -0.666
C 0.554 0.419 -1.032
C 0.439 -0.682 -0.091
C 0.909 -0.651 1.322
O 0.552 -1.894 -0.760
H -1.553 2.385 -0.429
H -2.318 1.284 0.705
H -0.636 1.832 0.967
H -1.131 -0.666 -0.235
H 0.890 0.151 -2.028
H 1.083 1.273 -0.601
H 2.001 -0.697 1.312
H 0.527 -1.503 1.900
H 0.589 0.268 1.821
H 0.241 -2.639 -0.228
*
```


(3)
The following is a quantum chemistry calculation of C42H28Br2FeN3O3P2S2 as an isolated structure, from the Open Molecules 2025 dataset.

Output
ΔE to the lowest compared entry with this formula, charge and spin: 0.0 kcal per mole
Frontier orbital gap (spin up / spin down): 5.967 / 6.034 eV
E_tot: -269349.8463 eV
LUMO (spin up / spin down): 1.9 / 1.9 eV

```
! wB97M-V def2-TZVPD RIJCOSX def2/J DEFGRID3
* xyz -1 5
Fe -0.339 0.525 -1.711
S -2.602 1.231 -1.127
C -2.453 2.941 -1.475
C -3.345 3.806 -0.840
C -3.325 5.182 -1.039
C -4.255 6.005 -0.342
N -5.019 6.641 0.240
C -2.371 5.719 -1.923
C -1.478 4.867 -2.557
C -1.476 3.479 -2.357
S -0.302 2.524 -3.209
C -2.302 7.123 -2.168
N -2.235 8.255 -2.367
H -4.083 3.385 -0.169
H -0.740 5.287 -3.228
O -1.059 -1.403 -0.636
P -0.303 -1.838 0.568
C 1.114 -0.812 1.015
P 0.965 0.989 1.192
O 0.647 1.691 -0.080
C -0.225 1.348 2.484
C -1.232 2.252 2.160
C -2.194 2.575 3.107
C -2.149 1.998 4.367
C -1.149 1.085 4.687
C -0.189 0.757 3.748
C 2.629 1.404 1.757
C 2.920 1.949 3.001
C 4.232 2.272 3.324
C 5.245 2.057 2.403
C 4.953 1.525 1.152
C 3.648 1.202 0.824
C -1.375 -1.904 2.017
C -1.075 -2.640 3.160
C -1.940 -2.621 4.242
C -3.103 -1.866 4.187
C -3.402 -1.128 3.049
C -2.544 -1.145 1.961
C 0.432 -3.467 0.320
C -0.039 -4.196 -0.770
C 0.487 -5.447 -1.048
C 1.486 -5.976 -0.243
C 1.967 -5.249 0.837
C 1.446 -3.996 1.116
H 1.857 -0.951 0.218
H 1.531 -1.196 1.952
H -1.267 2.676 1.164
H -2.979 3.274 2.852
H -2.900 2.250 5.104
H -1.126 0.623 5.666
H 0.583 0.038 3.998
H 2.126 2.134 3.713
H 4.457 2.703 4.291
H 6.267 2.314 2.654
H 5.740 1.373 0.426
H 3.414 0.816 -0.163
H -0.179 -3.248 3.201
H -1.710 -3.202 5.127
H -3.778 -1.853 5.033
H -4.303 -0.530 3.006
H -2.768 -0.563 1.073
H -0.798 -3.756 -1.405
H 0.125 -6.004 -1.902
H 1.902 -6.950 -0.465
H 2.760 -5.652 1.453
H 1.850 -3.429 1.945
Br 4.491 -1.211 -2.296
C 3.012 -1.427 -3.469
C 3.211 -2.067 -4.695
C 2.163 -2.273 -5.551
Br 2.487 -3.157 -7.203
C 0.856 -1.853 -5.205
C -0.302 -2.048 -5.987
C -1.519 -1.621 -5.523
C -1.593 -0.983 -4.275
N -0.529 -0.782 -3.537
C 0.681 -1.198 -3.966
C 1.770 -0.955 -3.047
O 1.556 -0.372 -1.926
H 4.205 -2.400 -4.957
H -0.213 -2.536 -6.948
H -2.420 -1.760 -6.105
H -2.530 -0.608 -3.880
*
```


(4)
The following is a quantum chemistry calculation of one molecule with the formula C2H7OPS, from the Open Molecules 2025 dataset.

Output
ΔE to the lowest compared entry with this formula, charge and spin: 101.1 kcal per mole
SMILES: CS(C)(=O)=P
Frontier orbital gap: 8.194 eV
E_tot: -24355.6861 eV
LUMO: 0.6 eV

```
! wB97M-V def2-TZVPD RIJCOSX def2/J DEFGRID3
* xyz 0 1
C -0.200 0.003 1.503
S 0.669 0.455 -0.013
C -0.294 0.033 -1.497
O 0.648 1.928 0.060
P 2.512 -0.468 -0.022
H 0.286 0.586 2.288
H -1.189 0.214 1.414
H -0.100 -1.000 1.645
H 0.272 0.404 -2.225
H -0.252 -1.076 -1.501
H -1.225 0.689 -1.290
H 3.103 0.757 0.547
*
```